(1)
ORCA calculation (ωB97M-V with the def2-TZVPD basis set) on C49H40IN8O4RbSTe as an isolated structure.

charge = -2
max |F| = 0.0117 hartree/bohr
energy relative to the best compared isomer or geometry (same formula, charge and spin) = 1.7447 eV

Element x y z (Å)
1 Rb -1.197 -0.177 0.505
2 O -1.175 0.422 8.636
3 C -0.260 -0.193 8.063
4 O 0.789 -0.676 8.524
5 C -0.440 -0.362 6.533
6 C -1.480 0.251 5.853
7 C -1.571 0.100 4.474
8 N -0.714 -0.624 3.752
9 C 0.261 -1.259 4.409
10 C 0.434 -1.133 5.786
11 C 1.162 -2.142 3.598
12 C 2.129 -2.942 4.214
13 C 2.898 -3.787 3.436
14 C 2.673 -3.832 2.071
15 C 1.696 -3.002 1.546
16 N 0.975 -2.162 2.280
17 C -2.684 0.789 3.759
18 C -3.004 2.102 4.108
19 C -4.075 2.716 3.488
20 C -4.796 2.005 2.542
21 C -4.397 0.709 2.255
22 N -3.370 0.105 2.842
23 H -2.202 0.826 6.416
24 H 1.241 -1.605 6.326
25 H 2.270 -2.918 5.282
26 H 3.653 -4.412 3.896
27 H 3.233 -4.491 1.422
28 H 1.463 -3.010 0.487
29 H -2.403 2.621 4.842
30 H -4.339 3.738 3.734
31 H -5.635 2.445 2.019
32 H -4.918 0.124 1.505
33 C -1.675 2.495 -4.140
34 C -1.112 1.135 -4.431
35 N -1.042 0.746 -5.692
36 C -0.551 -0.468 -5.967
37 C -0.099 -1.344 -4.991
38 C 0.394 -2.713 -5.377
39 O -0.465 -3.765 -4.943
40 C -0.166 -0.952 -3.656
41 C 0.287 -1.832 -2.542
42 N -0.593 -2.391 -1.574
43 C -1.914 -2.245 -1.559
44 C -2.796 -1.702 -2.557
45 C -4.127 -1.441 -2.325
46 C -4.740 -1.728 -1.106
47 C -3.977 -2.410 -0.165
48 C -2.650 -2.705 -0.406
49 I -1.708 -3.997 0.949
50 C -0.701 0.325 -3.324
51 O -0.768 0.709 -2.114
52 H -1.465 3.172 -4.968
53 H -1.253 2.879 -3.211
54 H -2.761 2.450 -4.008
55 H -0.522 -0.755 -7.012
56 H 1.410 -2.883 -4.990
57 H 0.438 -2.793 -6.466
58 H -0.700 -3.595 -4.021
59 H 0.969 -2.608 -2.903
60 H -2.405 -1.487 -3.538
61 H -4.709 -1.012 -3.136
62 H -5.784 -1.506 -0.922
63 H -4.431 -2.744 0.761
64 N -1.568 4.711 1.712
65 C -0.567 4.519 2.644
66 C 0.042 5.363 3.565
67 C 0.998 4.794 4.386
68 C 1.337 3.435 4.295
69 C 0.734 2.604 3.372
70 C -0.228 3.164 2.535
71 N -1.008 2.555 1.568
72 C -1.786 3.494 1.112
73 C -2.820 3.297 0.094
74 C -3.599 4.261 -0.479
75 S -4.687 3.543 -1.584
76 C -4.022 1.999 -1.199
77 N -3.077 2.020 -0.326
78 H -2.056 5.565 1.518
79 H -0.222 6.409 3.649
80 H 1.490 5.409 5.128
81 H 2.073 3.028 4.974
82 H 0.972 1.552 3.305
83 H -3.580 5.325 -0.330
84 H -4.365 1.094 -1.674
85 C 7.180 -1.459 -4.728
86 C 5.920 -1.275 -3.926
87 C 4.938 -0.383 -4.326
88 C 3.762 -0.202 -3.603
89 C 2.770 0.800 -4.122
90 C 3.548 -0.948 -2.432
91 Te 1.764 -0.641 -1.290
92 C 4.538 -1.854 -2.016
93 C 4.422 -2.687 -0.767
94 C 5.703 -1.998 -2.765
95 H 7.192 -0.798 -5.595
96 H 7.272 -2.486 -5.087
97 H 8.067 -1.244 -4.128
98 H 5.086 0.197 -5.230
99 H 3.236 1.434 -4.878
100 H 2.378 1.422 -3.315
101 H 1.910 0.310 -4.577
102 H 3.385 -2.791 -0.454
103 H 4.963 -2.221 0.060
104 H 4.851 -3.677 -0.928
105 H 6.455 -2.704 -2.428



(2)
ORCA calculation (ωB97M-V with the def2-TZVPD basis set) on a 2-piece molecular cluster, C4H9O2S overall.

charge = -1
max |F| = 0.0604 hartree/bohr
energy relative to the best compared isomer or geometry (same formula, charge and spin) = 0.7200 eV

Element x y z (Å)
1 C 1.089 0.548 2.834
2 C 1.686 1.066 1.513
3 O 1.100 0.516 0.527
4 O 2.569 1.939 1.538
5 H 0.034 0.398 2.861
6 H 1.471 1.303 3.560
7 H 1.661 -0.346 3.031
8 C -1.861 -0.171 -0.664
9 C -0.293 -1.103 -2.867
10 S -1.944 -1.231 -2.159
11 H -1.986 0.910 -0.912
12 H -2.672 -0.561 -0.043
13 H -0.923 -0.223 -0.109
14 H -0.291 -0.250 -3.573
15 H -0.036 -1.958 -3.472
16 H 0.396 -0.836 -2.065



(3)
ORCA calculation (ωB97M-V with the def2-TZVPD basis set) on a 6-piece molecular cluster, C20H45NO9 overall.

structure (SMILES) = O=C=N[C@@H]1OC(=O)C[C@@H]1O.CC(C)O.CC(C)O.CC(C)O.CC(C)O.CC(C)O
charge = 0
max |F| = 0.0612 hartree/bohr
energy relative to the best compared isomer or geometry (same formula, charge and spin) = 0.0000 eV

Element x y z (Å)
1 O 3.917 1.583 1.268
2 C 4.959 1.726 1.753
3 N 6.109 1.727 2.212
4 C 6.099 0.744 3.325
5 O 6.960 0.980 4.453
6 C 6.580 -0.056 5.359
7 O 6.180 0.042 6.467
8 C 6.792 -1.353 4.446
9 C 6.294 -0.805 3.028
10 O 7.257 -1.016 1.983
11 H 5.070 0.825 3.795
12 H 7.879 -1.642 4.368
13 H 6.076 -2.149 4.769
14 H 5.252 -1.174 2.785
15 H 6.782 -0.920 1.139
16 C -0.632 -1.303 1.620
17 C 0.718 -1.426 2.307
18 C 0.998 -0.226 3.197
19 O 1.746 -1.536 1.322
20 H -0.663 -0.416 0.978
21 H -0.816 -2.166 0.976
22 H -1.442 -1.235 2.350
23 H 0.744 -2.340 2.905
24 H 1.023 0.697 2.609
25 H 1.977 -0.323 3.675
26 H 0.239 -0.123 3.975
27 H 1.732 -0.732 0.788
28 C -4.045 -5.237 -1.219
29 C -3.245 -3.945 -1.161
30 C -2.505 -3.691 -2.462
31 O -2.306 -4.016 -0.086
32 H -3.387 -6.097 -1.382
33 H -4.563 -5.410 -0.273
34 H -4.785 -5.208 -2.022
35 H -3.914 -3.108 -0.953
36 H -1.793 -4.495 -2.673
37 H -1.928 -2.765 -2.400
38 H -3.202 -3.613 -3.300
39 H -1.709 -4.754 -0.261
40 C -2.184 -0.518 -5.046
41 C -3.689 -0.440 -5.250
42 C -4.243 0.893 -4.772
43 O -4.321 -1.501 -4.537
44 H -1.930 -0.429 -3.986
45 H -1.801 -1.484 -5.384
46 H -1.669 0.273 -5.596
47 H -3.924 -0.577 -6.308
48 H -4.058 1.029 -3.701
49 H -5.326 0.931 -4.914
50 H -3.790 1.727 -5.313
51 H -4.119 -1.390 -3.598
52 C 4.171 5.565 -0.576
53 C 2.773 5.011 -0.805
54 C 1.863 5.299 0.379
55 O 2.848 3.603 -1.015
56 H 4.634 5.103 0.302
57 H 4.816 5.342 -1.428
58 H 4.148 6.647 -0.429
59 H 2.348 5.450 -1.710
60 H 2.248 4.828 1.289
61 H 0.866 4.887 0.206
62 H 1.771 6.373 0.555
63 H 3.223 3.203 -0.220
64 C -5.315 -0.109 1.129
65 C -4.170 0.050 0.141
66 C -3.962 1.509 -0.236
67 O -4.447 -0.711 -1.035
68 H -6.255 0.246 0.695
69 H -5.459 -1.162 1.382
70 H -5.123 0.448 2.048
71 H -3.252 -0.351 0.576
72 H -4.857 1.918 -0.716
73 H -3.144 1.606 -0.954
74 H -3.730 2.114 0.643
75 H -5.259 -0.365 -1.430



(4)
ORCA calculation (ωB97M-V with the def2-TZVPD basis set) on one molecule with the formula C3H8N2S3.

structure (SMILES) = CN(S)C(=S)N(C)S
charge = 0
max |F| = 0.0961 hartree/bohr
energy relative to the best compared isomer or geometry (same formula, charge and spin) = 2.0013 eV

Element x y z (Å)
1 C -1.133 -1.506 0.643
2 N -1.277 -0.272 -0.328
3 S -3.028 -0.183 -0.563
4 C -0.244 0.647 -0.331
5 S -0.639 2.285 -0.436
6 N 1.050 0.243 -0.156
7 C 2.087 1.215 0.145
8 S 1.449 -1.294 -0.737
9 H -0.180 -1.170 1.066
10 H -1.957 -1.507 1.300
11 H -0.980 -2.410 -0.103
12 H -3.366 0.693 0.485
13 H 2.857 0.507 0.542
14 H 1.716 1.814 1.124
15 H 2.292 1.987 -0.634
16 H 1.352 -1.047 -2.019



(5)
ORCA calculation (ωB97M-V with the def2-TZVPD basis set) on C9H13N3O as an isolated structure.

charge = 0
max |F| = 0.2190 hartree/bohr
energy relative to the best compared isomer or geometry (same formula, charge and spin) = 8.5402 eV

Element x y z (Å)
1 C -0.479 -2.456 2.895
2 C -0.435 -1.114 1.974
3 C -0.806 0.200 2.784
4 C 1.129 -0.868 -0.795
5 C 0.181 0.296 -0.954
6 C -0.466 0.351 -2.277
7 C -1.141 1.482 -2.844
8 C -1.100 2.598 -2.003
9 C -0.619 2.329 -0.626
10 H 0.830 -2.194 3.382
11 H -1.318 -2.614 3.894
12 H -0.511 -3.330 2.204
13 H -1.114 -1.244 1.097
14 H -1.789 0.122 3.478
15 H -0.163 0.788 3.756
16 H -0.776 1.096 2.050
17 H 0.468 0.344 1.163
18 H 2.529 -1.603 0.638
19 H -0.306 -0.525 -2.956
20 H -1.501 1.752 -3.940
21 H -1.604 3.558 -2.249
22 H -0.612 3.320 -0.048
23 N 0.845 -0.589 1.594
24 N 1.267 -1.299 0.479
25 N 0.166 1.283 -0.276
26 O 1.542 -1.519 -1.746



(6)
ORCA calculation (ωB97M-V with the def2-TZVPD basis set) on a 2-piece molecular cluster, C23H24N3O2 overall.

charge = +1
max |F| = 0.0862 hartree/bohr
energy relative to the best compared isomer or geometry (same formula, charge and spin) = 6.7106 eV

Element x y z (Å)
1 C 5.900 -2.773 -0.344
2 C 5.601 -2.735 -1.935
3 N 5.469 -3.872 -2.591
4 C 5.419 -1.305 -2.695
5 C 3.845 -0.938 -2.509
6 C 3.455 0.392 -1.814
7 C 1.943 0.684 -1.615
8 C 0.880 -0.365 -2.107
9 C 1.300 -1.708 -2.827
10 C 2.804 -2.004 -3.030
11 C 0.097 -2.680 -3.255
12 O 0.021 -3.300 -4.340
13 C -1.101 -2.788 -2.173
14 C -1.810 -4.137 -1.820
15 C -2.964 -4.113 -0.761
16 C -3.382 -2.756 -0.082
17 C -2.678 -1.411 -0.420
18 C -1.526 -1.443 -1.467
19 C -0.694 -0.115 -1.873
20 O -1.268 0.994 -2.018
21 H 6.954 -3.129 -0.095
22 H 5.154 -3.535 0.086
23 H 5.639 -1.752 0.133
24 H 5.253 -3.611 -3.571
25 H 6.044 -0.503 -2.141
26 H 5.735 -1.367 -3.788
27 H 4.312 1.074 -1.467
28 H 1.636 1.655 -1.095
29 H 3.092 -2.984 -3.529
30 H -1.507 -5.114 -2.329
31 H -3.479 -5.098 -0.498
32 H -4.232 -2.720 0.685
33 H -2.932 -0.403 0.051
34 C -1.658 3.231 0.559
35 C -3.105 3.369 0.991
36 N -3.259 3.512 2.447
37 C -4.245 4.252 3.074
38 C -4.045 4.124 4.414
39 N -2.950 3.302 4.575
40 C -2.502 2.922 3.375
41 C -2.350 2.893 5.841
42 H -1.209 2.320 0.965
43 H -1.588 3.178 -0.528
44 H -1.065 4.081 0.906
45 H -3.684 2.496 0.680
46 H -3.541 4.252 0.515
47 H -4.970 4.780 2.479
48 H -4.547 4.516 5.281
49 H -1.666 2.261 3.200
50 H -1.316 3.239 5.871
51 H -2.377 1.804 5.911
52 H -2.901 3.324 6.676



Number 1: HOMO energy -1.74 eV, DFT total energy -3618.40349 a.u.. Number 2: HOMO energy -4.03 eV, DFT total energy -706.52150 a.u.. Number 3: HOMO energy -10.03 eV, DFT total energy -1520.89561 a.u.. Number 4: HOMO energy -8.20 eV, DFT total energy -1423.07521 a.u.. Number 5: HOMO energy -9.34 eV, DFT total energy -589.96307 a.u.. Number 6: HOMO energy -10.75 eV, DFT total energy -1205.01775 a.u..